Entry 1:
Entry from the OMol25 dataset: a structure of composition C8H13BiN7OSbSe4 (the ωB97M-V functional and the def2-TZVPD basis).

## Properties
Highest occupied orbital energy, eV: -7.108
Orbital gap, eV: 6.11
Lowest unoccupied orbital energy, eV: -1.00
Largest force on an atom, Eh/bohr: 0.0522
E_tot, eV: -294750.12291

CARTESIAN COORDINATES (ANGSTROEM)
Bi 1.1393 0.2181 -1.5618
Se 3.7973 -1.6187 2.0834
Sb 3.2532 0.4964 1.1085
Se 3.9161 0.2614 -1.4091
Se 0.4949 0.7161 1.2693
Se 4.1131 2.6155 2.0003
N 0.7345 4.3732 -0.2646
C 1.6394 3.5954 -0.9033
N 2.9697 3.9504 -0.8511
O 1.2740 2.5866 -1.5998
H 0.9968 5.0138 0.4889
H -0.2222 4.0215 -0.1934
H 3.3561 4.4457 -0.0520
H 3.6049 3.2465 -1.2206
C 0.6172 -4.7295 0.7707
C 1.8860 -4.2470 0.5292
C 2.0220 -3.0843 -0.2470
N 0.9499 -2.3705 -0.6192
C -0.3072 -2.7423 -0.2341
C -0.5200 -3.9851 0.4393
H 0.5087 -5.7259 1.2202
H 2.8338 -4.6343 1.0051
H 2.9476 -2.5638 -0.4727
H -1.1539 -2.1255 -0.5488
H -1.4990 -4.3164 0.7200
N -5.4580 1.1681 0.3045
C -4.1664 0.8899 -0.0589
N -3.5549 -0.1776 0.4483
N -3.5939 1.6624 -0.9793
C -2.5001 1.1788 -1.4774
N -1.5694 0.5609 -1.8433
H -5.8958 0.5624 1.0039
H -5.9802 1.9541 -0.0791
H -3.9660 -0.7495 1.1625
H -2.6675 -0.4467 0.0613

From a Mulliken analysis of the wavefunction, the atomic charges in e read: atom 1 (Bi): 1.11, atom 2 (Se): -0.54, atom 3 (Sb): 0.92, atom 4 (Se): -0.66, atom 5 (Se): -0.47, atom 6 (Se): -0.61, atom 7 (N): -0.37, atom 8 (C): 0.55, atom 9 (N): -0.36, atom 10 (O): -0.57, atom 11 (H): 0.23, atom 12 (H): 0.23, atom 13 (H): 0.21, atom 14 (H): 0.24, atom 15 (C): -0.13, atom 16 (C): -0.70, atom 17 (C): -0.51, atom 18 (N): -0.10, atom 19 (C): 0.04, atom 20 (C): -0.66, atom 21 (H): 0.35, atom 22 (H): 0.33, atom 23 (H): 0.78, atom 24 (H): 0.28, atom 25 (H): 0.38, atom 26 (N): -0.39, atom 27 (C): 0.65, atom 28 (N): -0.28, atom 29 (N): -0.75, atom 30 (C): 0.69, atom 31 (N): -0.67, atom 32 (H): 0.19, atom 33 (H): 0.24, atom 34 (H): 0.20, atom 35 (H): 0.11

Entry 2:
Entry from the OMol25 dataset: a structure of composition C26H30MnN4O6PS (the ωB97M-V functional and the def2-TZVPD basis).

## Properties
Highest occupied orbital energy (spin up / spin down), eV: -5.189 / -4.755
Orbital gap (spin up / spin down), eV: 7.82 / 7.39
Charge: -1
Lowest unoccupied orbital energy (spin up / spin down), eV: 2.63 / 2.64
Largest force on an atom, Eh/bohr: 0.0106
⟨S²⟩: 0.891
2S+1: 2
E_tot, eV: -97143.95183

CARTESIAN COORDINATES (ANGSTROEM)
Mn -0.2406 -0.1174 -0.0376
C -2.8142 -3.4527 0.3865
C -1.7817 -3.8023 -0.6466
C -2.0550 -4.7692 -1.6063
C -1.1265 -5.0881 -2.5835
C 0.0853 -4.4196 -2.6102
C 0.3921 -3.4454 -1.6658
C 1.7122 -2.7337 -1.7314
C -0.5403 -3.1505 -0.6658
N -0.2730 -2.1447 0.3020
C -0.1921 -2.5444 1.5814
O -0.1230 -3.6884 2.0401
C -0.2640 -1.3737 2.5390
C -0.2454 -1.4523 3.9205
C -0.3846 -0.2719 4.6425
C -0.5664 0.9404 3.9883
C -0.5773 0.9376 2.6042
N -0.4049 -0.1977 1.9392
C -0.8291 2.1378 1.7210
O -1.0743 3.2277 2.2448
N -0.8171 1.8044 0.4197
C -1.1682 2.8160 -0.5140
C -2.3772 2.6885 -1.2106
C -3.3470 1.5905 -0.8751
C -2.6990 3.6235 -2.1875
C -1.8499 4.6798 -2.4732
C -0.6717 4.8149 -1.7587
C -0.3188 3.9009 -0.7710
C 0.9439 4.1020 0.0155
H -3.7830 -3.8741 0.1161
H -2.9225 -2.3696 0.4795
H -2.5281 -3.8372 1.3677
H -3.0175 -5.2690 -1.5869
H -1.3541 -5.8404 -3.3290
H 0.8103 -4.6392 -3.3861
H 2.1639 -2.8549 -2.7166
H 2.4130 -3.1129 -0.9834
H 1.5890 -1.6667 -1.5562
H -0.1331 -2.4205 4.3882
H -0.3714 -0.3008 5.7256
H -0.7103 1.8762 4.5097
H -3.8317 1.7843 0.0860
H -2.8533 0.6225 -0.8066
H -4.1210 1.5190 -1.6404
H -3.6311 3.5144 -2.7308
H -2.1067 5.3950 -3.2451
H -0.0044 5.6451 -1.9638
H 1.5840 4.8422 -0.4680
H 1.5029 3.1742 0.1264
H 0.7036 4.4425 1.0247
O 0.2460 0.0558 -4.3441
S -0.8587 -0.1625 -3.3945
N -0.5928 -0.1641 -1.9541
C 2.9576 -1.7071 1.7536
O 3.1276 -0.8553 0.6200
P 2.0374 0.2994 0.3246
O 2.2202 1.2723 1.6004
C 3.4964 1.7867 1.9744
O 2.8848 0.9824 -0.8465
C 2.2314 1.6871 -1.9264
H 3.9529 -2.0043 2.0806
H 2.3823 -2.5913 1.4795
H 2.4549 -1.1891 2.5733
H 3.3166 2.6816 2.5667
H 4.0866 2.0416 1.0936
H 4.0378 1.0529 2.5740
H 2.4675 1.1771 -2.8564
H 2.6104 2.7072 -1.9336
H 1.1507 1.6876 -1.8037

From a Mulliken analysis of the wavefunction, the atomic charges in e read: atom 1 (Mn): -0.41, atom 2 (C): -1.41, atom 3 (C): 1.25, atom 4 (C): -0.94, atom 5 (C): -0.81, atom 6 (C): -0.96, atom 7 (C): 0.97, atom 8 (C): -0.61, atom 9 (C): -0.62, atom 10 (N): 1.10, atom 11 (C): -0.38, atom 12 (O): -0.79, atom 13 (C): 0.34, atom 14 (C): -0.76, atom 15 (C): -0.49, atom 16 (C): -0.61, atom 17 (C): 0.68, atom 18 (N): 0.84, atom 19 (C): -0.53, atom 20 (O): -0.80, atom 21 (N): 1.20, atom 22 (C): -0.59, atom 23 (C): 1.25, atom 24 (C): -1.12, atom 25 (C): -1.07, atom 26 (C): -0.92, atom 27 (C): -1.06, atom 28 (C): 1.54, atom 29 (C): -1.40, atom 30 (H): 0.45, atom 31 (H): 0.11, atom 32 (H): 0.29, atom 33 (H): 0.36, atom 34 (H): 0.39, atom 35 (H): 0.39, atom 36 (H): 0.43, atom 37 (H): 0.20, atom 38 (H): -0.44, atom 39 (H): 0.57, atom 40 (H): 0.42, atom 41 (H): 0.56, atom 42 (H): 0.27, atom 43 (H): -0.02, atom 44 (H): 0.42, atom 45 (H): 0.36, atom 46 (H): 0.39, atom 47 (H): 0.36, atom 48 (H): 0.37, atom 49 (H): 0.03, atom 50 (H): 0.35, atom 51 (O): -0.59, atom 52 (S): 0.01, atom 53 (N): -0.12, atom 54 (C): -0.79, atom 55 (O): -0.41, atom 56 (P): 1.58, atom 57 (O): -0.15, atom 58 (C): -0.96, atom 59 (O): -0.47, atom 60 (C): -0.27, atom 61 (H): 0.39, atom 62 (H): 0.20, atom 63 (H): 0.23, atom 64 (H): 0.24, atom 65 (H): 0.33, atom 66 (H): 0.29, atom 67 (H): 0.27, atom 68 (H): 0.29, atom 69 (H): -0.21

Entry 3:
Entry from the OMol25 dataset: the ion C4H12NO with charge +1 (the ωB97M-V functional and the def2-TZVPD basis).

## Properties
Highest occupied orbital energy, eV: -15.109
Orbital gap, eV: 11.94
Charge: +1
SMILES string: C[C@@H]([NH3+])CCO
Lowest unoccupied orbital energy, eV: -3.17
Largest force on an atom, Eh/bohr: 0.0409
Energy relative to the best compared isomer or geometry (same formula, charge and spin), kcal/mol: 17.79
E_tot, eV: -7873.51964

CARTESIAN COORDINATES (ANGSTROEM)
C -2.0345 0.2330 1.1348
C -0.7364 0.5125 0.3912
N 0.3948 0.0855 1.3977
C -0.4908 -0.0835 -0.9527
C 0.9446 0.0695 -1.4639
O 1.7806 -0.7794 -0.7084
H -2.0942 0.9555 1.9426
H -2.2437 -0.7795 1.4554
H -2.8536 0.6022 0.5035
H -0.5434 1.5752 0.2178
H 0.9756 -0.6347 0.9228
H 1.0948 0.8257 1.4451
H 0.1126 -0.0942 2.3573
H -0.9133 -1.0790 -1.1162
H -1.0782 0.4969 -1.6779
H 0.9614 -0.1262 -2.5348
H 1.1854 1.1354 -1.3564
H 2.5125 -1.2282 -1.1486

From a Mulliken analysis of the wavefunction, the atomic charges in e read: atom 1 (C): -1.52, atom 2 (C): 0.28, atom 3 (N): -0.28, atom 4 (C): -0.68, atom 5 (C): -0.52, atom 6 (O): -0.56, atom 7 (H): 0.44, atom 8 (H): 0.41, atom 9 (H): 0.39, atom 10 (H): 0.18, atom 11 (H): 0.35, atom 12 (H): 0.37, atom 13 (H): 0.35, atom 14 (H): 0.37, atom 15 (H): 0.38, atom 16 (H): 0.42, atom 17 (H): 0.28, atom 18 (H): 0.35

Entry 4:
Entry from the OMol25 dataset: a cluster of 2 separate species, C4H8N2O in total (the ωB97M-V functional and the def2-TZVPD basis).

## Properties
Highest occupied orbital energy, eV: -9.991
Orbital gap, eV: 10.93
SMILES string: [H]/N=C/CCN=C=O.[H][H]
Lowest unoccupied orbital energy, eV: 0.94
Largest force on an atom, Eh/bohr: 0.0153
Energy relative to the best compared isomer or geometry (same formula, charge and spin), kcal/mol: 51.58
E_tot, eV: -9304.15638

CARTESIAN COORDINATES (ANGSTROEM)
H 2.2506 1.2062 -1.1394
N 1.5679 0.9471 -0.4269
C 1.4067 -0.3108 -0.3804
C 0.4511 -0.9401 0.5970
C -0.4223 0.0636 1.3466
N -1.3080 0.7916 0.4603
C -1.1263 1.7619 -0.2438
O -1.1149 2.6912 -0.9595
H 1.9485 -1.0135 -1.0301
H 1.0418 -1.5135 1.3257
H -0.1757 -1.6682 0.0664
H 0.2080 0.7620 1.9065
H -1.0477 -0.4748 2.0642
H -1.8431 -1.4280 -2.0429
H -1.8366 -0.8748 -1.5435

From a Mulliken analysis of the wavefunction, the atomic charges in e read: atom 1 (H): 0.23, atom 2 (N): -0.54, atom 3 (C): -0.04, atom 4 (C): -0.56, atom 5 (C): -0.54, atom 6 (N): -0.44, atom 7 (C): 0.71, atom 8 (O): -0.48, atom 9 (H): 0.38, atom 10 (H): 0.33, atom 11 (H): 0.28, atom 12 (H): 0.34, atom 13 (H): 0.33, atom 14 (H): 0.20, atom 15 (H): -0.21

Entry 5:
Entry from the OMol25 dataset: a structure of composition C6H10O (the ωB97M-V functional and the def2-TZVPD basis).

## Properties
Highest occupied orbital energy (spin up / spin down), eV: -7.997 / -7.679
Orbital gap (spin up / spin down), eV: 7.90 / 7.70
Lowest unoccupied orbital energy (spin up / spin down), eV: -0.10 / 0.02
Largest force on an atom, Eh/bohr: 0.0099
Energy relative to the best compared isomer or geometry (same formula, charge and spin), kcal/mol: 138.13
E_tot, eV: -8425.25054

CARTESIAN COORDINATES (ANGSTROEM)
C 1.7948 -0.0276 0.4161
C 0.5270 0.7360 0.7824
C -0.2648 1.2856 -0.4101
C -0.6547 -0.7316 -1.6259
C -1.1438 -1.3040 -0.5344
C -1.4067 -0.5341 0.6884
O -0.3949 -0.1019 1.5109
H 2.5366 0.6591 -0.0065
H 1.6023 -0.8219 -0.3100
H 2.2260 -0.4814 1.3137
H 0.7962 1.5367 1.4807
H 0.3379 1.4026 -1.3044
H -0.7616 2.2459 -0.2046
H -0.1352 -1.2690 -2.4254
H -1.4817 -2.3404 -0.5150
H -1.3361 0.6063 -0.1715
H -2.2416 -0.8605 1.3154

From a Mulliken analysis of the wavefunction, the atomic charges in e read: atom 1 (C): -1.24, atom 2 (C): 0.50, atom 3 (C): -1.01, atom 4 (C): -0.74, atom 5 (C): -0.03, atom 6 (C): -0.43, atom 7 (O): -0.44, atom 8 (H): 0.36, atom 9 (H): 0.27, atom 10 (H): 0.34, atom 11 (H): 0.31, atom 12 (H): 0.32, atom 13 (H): 0.34, atom 14 (H): 0.29, atom 15 (H): 0.36, atom 16 (H): 0.41, atom 17 (H): 0.37

Entry 6:
Entry from the OMol25 dataset: a cluster of 2 separate species, CH3Cl2FSi in total (the ωB97M-V functional and the def2-TZVPD basis).

## Properties
Highest occupied orbital energy, eV: -8.775
Orbital gap, eV: 8.76
Lowest unoccupied orbital energy, eV: -0.02
Largest force on an atom, Eh/bohr: 0.0930
Energy relative to the best compared isomer or geometry (same formula, charge and spin), kcal/mol: 136.71
E_tot, eV: -36724.98311

CARTESIAN COORDINATES (ANGSTROEM)
C -0.5198 0.5255 -0.7139
F -0.8691 1.8068 -0.4069
Si 1.9397 0.0683 0.4946
Cl 2.6940 1.8139 -0.0561
Cl 2.8970 -1.4784 -0.4406
H -1.4207 -0.3016 -0.5980
H -0.2158 0.5534 -1.7142
H 1.9347 -0.5172 1.7422

From a Mulliken analysis of the wavefunction, the atomic charges in e read: atom 1 (C): -0.42, atom 2 (F): -0.23, atom 3 (Si): 0.62, atom 4 (Cl): -0.14, atom 5 (Cl): -0.22, atom 6 (H): 0.22, atom 7 (H): 0.26, atom 8 (H): -0.10

Q: What is the largest force on an atom in the sixth record?
A: 0.0930 Eh/bohr